Entry 1:
157
Properties=species:S:1:pos:R:3:lowdin_charge:R:1 method="wB97M-V/def2-TZVPD" homo_ev=-11.04 gap_ev=7.24 total_charge=+1 total_energy_ha=-5525.82684
C -2.79995 -5.93260 3.54032 -0.07
C -3.45479 -4.44241 3.31680 -0.21
O -4.81625 -4.41635 2.79253 -0.01
B -4.94246 -4.82301 1.39290 -0.38
O -4.87642 -6.30630 1.13050 0.04
C -5.23128 -3.90081 0.07111 -0.10
C -6.18388 -2.66308 0.56192 -0.10
N -5.78505 -1.29408 0.14162 -0.27
S -6.79850 -0.44821 -0.93254 0.89
O -7.75945 0.45644 -0.06337 -0.32
O -7.73182 -1.26466 -1.85588 -0.32
F -5.99616 0.69342 -1.98990 -0.24
C -4.32497 -1.01736 0.08717 -0.42
P -3.87468 -0.25468 1.82739 0.99
C -4.40888 1.57679 1.93351 -0.40
C -4.66215 2.31162 0.48872 -0.18
C -1.93484 -0.22602 2.00024 -0.42
C -1.41676 0.63782 3.29463 -0.17
C -3.36043 -2.35064 -0.14717 -0.10
N -4.03770 -3.52645 -0.78895 -0.20
C -4.63389 -3.25630 -2.18197 -0.12
C -3.95056 -2.09685 -3.07373 -0.17
C -2.37549 -2.23601 -3.45989 -0.20
C -1.63706 -0.76735 -3.76749 -0.18
C -0.58062 -0.48115 -2.53447 -0.17
C 0.33187 0.86866 -2.71520 -0.15
O 1.80079 0.62424 -2.59714 -0.12
C 2.17001 0.27892 -1.21378 -0.26
C 2.71383 1.39628 -0.09472 -0.01
O 2.13231 -0.99973 -0.74612 -0.06
C -3.09492 -4.71359 -1.08144 -0.07
C -1.74262 -4.76359 -0.14581 -0.16
N -0.92090 -6.00837 -0.54361 -0.12
C -0.10285 -5.75348 -1.78889 -0.22
C 1.44729 -6.36267 -1.68256 -0.10
C -0.02054 -6.21812 0.68983 -0.32
C 0.83761 -5.00589 1.41170 -0.03
O 0.02189 -7.45773 1.22495 -0.02
H -2.36975 -6.39569 2.52767 0.07
H -1.85717 -5.90080 4.27219 0.09
H -3.53986 -6.73284 3.96628 0.11
H -2.66517 -3.80200 2.73916 0.10
H -3.51207 -3.95843 4.40818 0.16
H -3.92237 -6.58824 0.98678 0.10
H -5.91306 -4.57516 -0.64325 0.19
H -7.28222 -2.86585 0.13770 0.17
H -6.35351 -2.61776 1.74404 0.17
H -3.98526 -0.16611 -0.67124 0.11
H -3.63743 2.25970 2.53545 0.09
H -5.40421 1.60134 2.59222 0.10
H -4.55435 3.48537 0.63914 0.10
H -3.91579 2.00630 -0.35973 0.07
H -5.75903 2.12948 0.12116 0.06
H -1.41138 0.21732 1.04465 0.07
H -1.55727 -1.34614 2.16613 0.07
H -0.76793 -0.05303 4.01256 0.09
H -0.68996 1.52635 2.97169 0.08
H -2.30847 1.14880 3.85946 0.07
H -2.99141 -2.58974 0.96427 0.11
H -2.40050 -1.94995 -0.69929 0.13
H -4.64683 -4.24479 -2.85637 0.17
H -5.79624 -2.98127 -2.12938 0.14
H -4.53422 -2.09755 -4.11854 0.16
H -4.10554 -0.98022 -2.68030 0.10
H -1.69915 -2.73184 -2.61250 0.08
H -2.29663 -2.92986 -4.42283 0.13
H -0.99692 -0.93249 -4.76061 0.13
H -2.40474 0.09680 -3.96000 0.12
H -1.24739 -0.31206 -1.56772 0.10
H 0.12571 -1.42522 -2.35984 0.13
H 0.12998 1.47914 -3.69604 0.13
H 0.07034 1.60190 -1.81036 0.14
H 3.84788 1.08554 0.11158 0.11
H 2.16993 1.28892 0.94512 0.10
H 2.66661 2.48547 -0.52789 0.09
H -3.68606 -5.75181 -1.11927 0.18
H -2.63734 -4.65283 -2.18575 0.14
H -1.96219 -4.89634 0.99573 0.10
H -1.01392 -3.84970 -0.33810 0.13
H -0.11983 -4.64423 -2.16070 0.11
H -0.61348 -6.39505 -2.65631 0.13
H 1.96413 -6.31554 -2.75622 0.10
H 1.46395 -7.49093 -1.36848 0.10
H 2.14293 -5.68422 -0.98928 0.09
H 0.33354 -4.84626 2.48014 0.10
H 0.82370 -3.99033 0.82690 0.08
H 1.98192 -5.30918 1.51275 0.12
C -2.34066 -10.84132 7.49283 -0.06
C -1.26300 -10.11710 8.27718 -0.21
O -0.92421 -8.87471 7.64016 0.01
C -1.75078 -7.81432 7.90918 -0.32
O -2.73483 -7.88144 8.64026 0.15
C -1.24729 -6.55076 7.21284 -0.47
F -0.87123 -6.77454 5.91982 0.11
F -0.15744 -6.02023 7.83855 0.15
F -2.18022 -5.55880 7.16709 0.14
H -2.03486 -10.97272 6.44973 0.08
H -2.54362 -11.82323 7.92938 0.09
H -3.27284 -10.26783 7.48089 0.08
H -0.35143 -10.72412 8.29323 0.13
H -1.55990 -9.95537 9.32006 0.13
C 4.57844 6.80708 3.25741 -0.06
C 3.61193 7.22538 2.16565 -0.20
O 2.90845 6.08372 1.65009 0.01
C 1.82022 5.66891 2.37375 -0.32
O 1.43955 6.20921 3.40840 0.15
C 1.13899 4.48520 1.68839 -0.46
F 2.02747 3.54685 1.24849 0.09
F 0.42090 4.87012 0.59433 0.14
F 0.26789 3.82605 2.50272 0.13
H 5.25356 6.02506 2.89480 0.06
H 5.17308 7.66016 3.59591 0.09
H 4.04537 6.39245 4.11875 0.08
H 4.17020 7.65839 1.32867 0.13
H 2.91163 7.99263 2.51612 0.13
C -1.90512 6.46569 -6.98108 -0.06
C -1.19059 5.31480 -7.66371 -0.21
O 0.04491 5.01901 -6.99278 0.02
C -0.04896 4.22388 -5.87970 -0.32
O -1.10627 3.77546 -5.44570 0.13
C 1.33702 3.94766 -5.29856 -0.46
F 2.11705 5.06630 -5.23863 0.13
F 2.03269 3.03937 -6.04141 0.15
F 1.29474 3.45004 -4.03088 0.13
H -1.24701 7.33761 -6.90709 0.09
H -2.80489 6.74640 -7.53564 0.09
H -2.19607 6.19956 -5.96005 0.08
H -0.93391 5.60011 -8.68958 0.13
H -1.82590 4.42359 -7.72733 0.13
C 8.32500 2.25994 0.09081 -0.06
C 8.31634 1.91440 1.56783 -0.21
O 9.00982 2.91928 2.32507 0.02
C 8.28717 4.04036 2.64282 -0.32
O 7.11735 4.21681 2.31458 0.13
C 9.12540 4.99774 3.48884 -0.47
F 10.39452 5.15220 3.01043 0.14
F 9.25516 4.56498 4.77595 0.15
F 8.59509 6.25077 3.56028 0.14
H 9.34944 2.41995 -0.26098 0.09
H 7.86916 1.45838 -0.49709 0.08
H 7.77477 3.18648 -0.10093 0.08
H 8.85164 0.97207 1.72650 0.13
H 7.29683 1.77241 1.94513 0.12
C 4.25934 6.79445 -4.81398 -0.08
C 5.33700 7.51868 -4.02963 -0.21
O 5.67578 8.76107 -4.66664 0.01
C 4.84922 9.82146 -4.39763 -0.32
O 3.86517 9.75434 -3.66655 0.14
C 5.35270 11.08501 -5.09396 -0.47
F 5.72877 10.86123 -6.38698 0.14
F 6.44256 11.61554 -4.46825 0.14
F 4.41978 12.07698 -5.13972 0.14
H 4.56514 6.66305 -5.85707 0.09
H 4.05638 5.81254 -4.37742 0.07
H 3.32716 7.36794 -4.82591 0.08
H 6.24857 6.91166 -4.01357 0.13
H 5.04010 7.68041 -2.98674 0.12

=====

Entry 2:
58
Properties=species:S:1:pos:R:3:nbo_charge:R:1 method="wB97M-V/def2-TZVPD" homo_ev=-7.92 smiles="O=C(NCc1ccccc1Cl)C1CCN(c2ncnc3c2nc2n3CCCCC2)CC1" relative_energy_kcal_mol=0.21 gap_ev=8.63 total_energy_ha=-1756.70648
O -3.60835 -1.71813 2.32175 -0.63
C -3.35002 -0.98544 1.38924 0.69
N -2.21544 -1.07632 0.67035 -0.65
H -2.01985 -0.37884 -0.02817 0.42
C -1.10207 -1.91900 1.04026 -0.25
C -0.17624 -2.10243 -0.12803 -0.07
C -0.67612 -2.15924 -1.42543 -0.15
C 0.16224 -2.28134 -2.51698 -0.22
C 1.53146 -2.35733 -2.33206 -0.18
C 2.05380 -2.32675 -1.05249 -0.24
C 1.20209 -2.19840 0.03238 -0.03
Cl 1.89400 -2.17556 1.62130 0.00
H 3.11775 -2.40252 -0.89056 0.23
H 2.19320 -2.44264 -3.17950 0.22
H -0.25408 -2.31286 -3.51161 0.22
H -1.74421 -2.11055 -1.57504 0.22
H -0.55822 -1.47124 1.88258 0.22
H -1.50313 -2.88084 1.38159 0.24
C -4.30181 0.13180 0.94925 -0.30
C -3.85142 1.45471 1.58881 -0.41
H -3.74234 1.31976 2.66543 0.23
H -4.63740 2.19546 1.42783 0.21
C -2.52495 1.96239 1.01313 -0.24
N -2.44065 1.68328 -0.40580 -0.41
C -1.26935 1.43350 -1.02685 0.42
N -1.29642 1.18409 -2.34649 -0.55
C -0.16890 0.94707 -2.99225 0.28
N 1.05872 0.90717 -2.51500 -0.52
C 1.09507 1.13514 -1.20048 0.36
N 2.18417 1.14600 -0.38181 -0.37
C 1.70944 1.39714 0.87905 0.42
N 0.41301 1.54996 0.91151 -0.48
C -0.01657 1.39632 -0.38282 -0.05
C 2.56414 1.51248 2.09039 -0.45
H 1.99093 2.08565 2.82082 0.24
C 3.89947 2.19768 1.79501 -0.40
C 4.95482 1.23456 1.24664 -0.39
C 4.41419 0.26856 0.19017 -0.42
C 3.53465 0.95310 -0.85018 -0.22
H 3.96602 1.92062 -1.13499 0.20
H 3.45003 0.34544 -1.75564 0.24
H 3.83594 -0.52150 0.66963 0.22
H 5.25762 -0.20179 -0.31842 0.22
H 5.77234 1.82030 0.81999 0.20
H 5.36742 0.64567 2.06858 0.21
H 3.72838 3.01201 1.08776 0.20
H 4.28348 2.64543 2.71337 0.22
H 2.73844 0.52182 2.51897 0.23
H -0.27306 0.76290 -4.05351 0.17
C -3.70050 1.53765 -1.09057 -0.23
H -4.29958 2.43654 -0.91549 0.19
C -4.44354 0.29416 -0.57711 -0.42
H -4.06327 -0.59532 -1.08164 0.21
H -5.49748 0.38918 -0.84142 0.22
H -3.49307 1.45256 -2.15739 0.26
H -2.44969 3.04625 1.17615 0.20
H -1.67326 1.50102 1.51652 0.25
H -5.27038 -0.13460 1.38289 0.24

=====

Entry 3:
7
Properties=species:S:1:pos:R:3:nbo_charge:R:1 method="wB97M-V/def2-TZVPD" homo_ev=-10.78 smiles="O=CC(=O)O" relative_energy_kcal_mol=13.96 gap_ev=9.95 total_energy_ha=-303.10810
C -0.21107 0.28019 1.19543 0.67
C 0.36794 0.35318 -0.27423 0.32
O -1.08599 -0.72285 1.20283 -0.64
O -0.07426 0.99749 2.14867 -0.52
O 0.08355 -0.53808 -1.03268 -0.49
H 1.05280 1.03793 -0.64112 0.16
H -1.12045 -1.00498 0.33221 0.49

=====

Entry 4:
18
Properties=species:S:1:pos:R:3:nbo_charge:R:1 method="wB97M-V/def2-TZVPD" homo_ev=-13.73 relative_energy_kcal_mol=31.22 gap_ev=10.87 total_charge=+1 total_energy_ha=-285.51565
C 2.11334 1.10344 0.22048 -0.42
C -1.05754 -2.07633 0.09460 -0.43
C -0.21454 0.61696 -0.64261 0.40
N -1.44640 1.06402 -0.83469 -0.78
N 0.72802 1.46554 0.06522 -0.60
N -0.34726 -0.90081 0.59875 -0.69
H 2.42406 0.46806 -0.60568 0.21
H 2.71738 2.01222 0.19706 0.24
H 2.30943 0.59568 1.16876 0.19
H -0.57919 -2.41954 -0.82187 0.21
H -1.05126 -2.89522 0.81924 0.23
H -2.09117 -1.81312 -0.11821 0.21
H 0.23601 0.03345 -1.42902 0.21
H -2.04408 0.62198 -1.51314 0.42
H -1.86879 1.73808 -0.21527 0.41
H 0.33726 2.08613 0.75239 0.39
H -0.78482 -0.55863 1.45393 0.40
H 0.61954 -1.14191 0.81007 0.39

=====

Entry 5:
62
Properties=species:S:1:pos:R:3:nbo_charge:R:1 method="wB97M-V/def2-TZVPD" homo_ev=-8.04 smiles=CCOc1ccc(CN2CCN(CCCc3ccccc3)C[C@H]2CCO)cc1 relative_energy_kcal_mol=42.37 gap_ev=8.80 total_energy_ha=-1194.89328
C -6.37594 -0.97186 0.04954 -0.62
C -5.10379 -0.34643 0.59960 -0.06
O -4.47159 0.34339 -0.46001 -0.52
C -3.31639 1.01911 -0.21185 0.38
C -2.79361 1.74941 -1.27974 -0.28
C -1.62869 2.47082 -1.13143 -0.18
C -0.93454 2.48046 0.07643 -0.10
C -1.46648 1.75420 1.13202 -0.13
C -2.64326 1.03627 1.00330 -0.35
H -3.02217 0.49914 1.85838 0.22
H -0.96870 1.75152 2.09061 0.20
C 0.37194 3.22747 0.21201 -0.23
N 1.56479 2.47924 -0.18998 -0.45
C 1.56887 2.24852 -1.62679 -0.24
C 2.88680 1.61216 -2.06691 -0.22
N 3.11478 0.33679 -1.41881 -0.45
C 3.07288 0.55319 0.01280 -0.23
H 3.17677 -0.41582 0.50159 0.19
C 1.80398 1.24473 0.55787 -0.07
C 2.01504 1.53629 2.05150 -0.45
H 2.86891 2.20663 2.16860 0.22
H 1.14120 2.04816 2.44739 0.21
C 2.24214 0.27847 2.90326 -0.06
O 3.59626 -0.01466 3.15036 -0.72
H 4.06519 -0.08490 2.31168 0.46
H 1.81389 0.42312 3.89824 0.18
H 1.73491 -0.58067 2.43795 0.16
H 0.94647 0.55000 0.45699 0.18
H 3.93749 1.17859 0.25933 0.20
C 2.23081 -0.72460 -1.88022 -0.23
C 2.82490 -2.11035 -1.61362 -0.39
H 3.60840 -2.31944 -2.34273 0.21
H 3.28618 -2.12796 -0.62619 0.20
C 1.74531 -3.19956 -1.67405 -0.43
C 0.67447 -2.93828 -0.65183 -0.01
C 0.94443 -3.08643 0.70370 -0.24
C -0.01237 -2.77665 1.65342 -0.20
C -1.25707 -2.31377 1.26070 -0.23
C -1.54161 -2.17253 -0.08607 -0.21
C -0.58140 -2.48264 -1.03276 -0.18
H -0.80925 -2.36412 -2.08301 0.20
H -2.50786 -1.81441 -0.40819 0.21
H -2.00051 -2.06946 2.00538 0.21
H 0.21348 -2.89548 2.70352 0.21
H 1.91362 -3.44831 1.01788 0.21
H 2.21097 -4.16953 -1.48441 0.22
H 1.30589 -3.22133 -2.67315 0.21
H 2.09063 -0.60017 -2.95685 0.20
H 1.23981 -0.66675 -1.40733 0.18
H 2.89360 1.47544 -3.15031 0.20
H 3.71455 2.27239 -1.79291 0.20
H 1.45376 3.21685 -2.12089 0.20
H 0.73510 1.59812 -1.94191 0.17
H 0.34674 4.12036 -0.41965 0.20
H 0.50886 3.55947 1.24220 0.20
H -1.25973 3.05080 -1.96521 0.21
H -3.32868 1.74216 -2.21654 0.22
H -5.34387 0.35242 1.41324 0.17
H -4.44075 -1.12888 0.99506 0.17
H -6.13295 -1.65467 -0.76011 0.21
H -6.88932 -1.51825 0.83559 0.21
H -7.03328 -0.19781 -0.33672 0.21

=====

Entry 6:
16
Properties=species:S:1:pos:R:3:nbo_charge:R:1 method="wB97M-V/def2-TZVPD" homo_ev="-12.29 / -12.29" smiles="C/C(S)=C/NC=[NH2+]" relative_energy_kcal_mol=37.51 gap_ev="8.21 / 8.21" total_charge=+1 total_energy_ha=-665.23257
C -0.17508 0.57935 -0.06889 -0.09
C -1.50471 0.13663 -0.13810 -0.07
C -2.77209 0.87312 -0.03649 -0.67
C 2.43937 0.07610 0.17803 0.40
N 1.10675 -0.18306 -0.02857 -0.52
N 3.41554 -0.74465 -0.10408 -0.70
S -1.62471 -1.64389 -0.06037 0.00
H -0.00488 1.64643 -0.09497 0.22
H -3.55319 0.30915 -0.55258 0.25
H -3.06258 0.94019 1.01718 0.25
H -2.71644 1.87248 -0.45110 0.25
H 2.67598 1.10485 0.43368 0.23
H 0.91409 -1.16444 -0.22720 0.41
H 3.26340 -1.68574 -0.43272 0.43
H -2.76567 -1.71792 0.61750 0.16
H 4.36421 -0.39859 -0.05131 0.44

=====

Entry 7:
10
Properties=species:S:1:pos:R:3:nbo_charge:R:1 method="wB97M-V/def2-TZVPD" homo_ev="-9.93 / -9.93" relative_energy_kcal_mol=37.74 gap_ev="8.55 / 8.55" total_energy_ha=-789.80463
N 0.33910 1.81612 0.13367 0.13
N -0.42741 -0.13581 0.80847 -0.63
N -0.26086 0.68042 -0.24547 -0.23
O 0.45728 2.76958 -0.61492 -0.37
O 2.13343 -0.03206 -1.34668 -0.88
O 2.19446 -0.38255 1.04801 -0.87
S 2.22135 0.57351 -0.04417 1.68
H 0.46025 -0.84974 0.93940 0.39
H -0.36950 0.48586 1.61985 0.37
H -0.53004 0.32960 -1.11181 0.40

=====

Entry 8:
61
Properties=species:S:1:pos:R:3:nbo_charge:R:1 method="wB97M-V/def2-TZVPD" spin_multiplicity=3 homo_ev="-8.41 / -8.38" relative_energy_kcal_mol=67.08 gap_ev="8.46 / 8.42" total_energy_ha=-3411.20635 s2=2.00
Ni -0.55630 -0.26978 -1.02039 1.59
C 2.12598 -0.55546 0.80315 0.32
O 2.68809 -0.22613 -0.44462 -0.56
O 0.81365 -0.93249 0.48894 -0.98
C 3.13687 -1.59283 1.38845 0.93
F 3.52017 -2.46362 0.43086 -0.33
F 4.22499 -0.95521 1.89986 -0.34
F 2.63346 -2.32246 2.33900 -0.31
C 3.44093 0.97602 -0.68070 -0.06
C 3.80991 0.95067 -2.17022 -0.64
H 4.56289 1.62552 -2.57727 0.22
H 4.22172 -0.05056 -2.29693 0.22
H 2.95883 0.88735 -2.84827 0.19
H 4.31185 1.23133 -0.07703 0.19
H 2.79117 1.84250 -0.55766 0.14
H 2.08287 0.25595 1.52967 0.14
C -2.03335 1.90769 0.99354 0.33
O -0.75851 2.43816 0.72233 -0.54
O -2.13186 0.76327 0.13284 -0.97
C -2.21355 1.63798 2.55314 0.92
F -1.24285 0.95861 3.08683 -0.31
F -2.31498 2.79958 3.27653 -0.37
F -3.30541 1.08268 2.90197 -0.31
C -0.53862 3.73108 1.29044 -0.08
C 0.66967 4.34584 0.57340 -0.62
H 0.78368 5.42755 0.64417 0.22
H 1.56785 3.79715 0.85679 0.20
H 0.68599 4.17895 -0.50362 0.18
H -0.32649 3.82572 2.35540 0.19
H -1.37448 4.40651 1.10807 0.16
H -2.84891 2.59042 0.75511 0.13
C 0.37475 -2.77404 -2.17946 -0.11
C -1.13945 -2.97715 -2.05163 -0.09
O -1.69368 -2.15512 -1.00559 -0.76
O 0.69311 -1.50398 -2.48113 -0.73
H 0.83371 -3.51009 -2.83954 0.18
H 0.73688 -3.02686 -1.18294 0.21
H -1.28777 -4.04788 -1.91150 0.19
H -1.67496 -2.70829 -2.96214 0.16
H -2.56099 -2.51282 -0.80206 0.52
H 1.57829 -1.58451 -2.84385 0.51
C -2.10278 1.38893 -2.97403 -0.08
C -0.59267 1.94251 -3.01164 -0.08
O 0.13932 1.40488 -1.98428 -0.75
O -2.03865 0.00419 -2.83899 -0.75
H -2.66942 1.69500 -3.85343 0.18
H -2.62392 1.89316 -2.16023 0.21
H -0.64522 3.00054 -2.75487 0.18
H -0.03122 1.94363 -3.94591 0.17
H 0.91855 1.96161 -1.91754 0.51
H -2.89584 -0.41974 -2.92328 0.50
C -0.73117 -3.17580 2.86771 -0.10
C -1.95577 -2.72983 3.74437 -0.09
O -3.16050 -3.44346 3.72506 -0.70
O -1.00139 -2.99840 1.53332 -0.75
H -0.73867 -4.25759 3.00103 0.14
H 0.29152 -2.86036 3.07438 0.19
H -2.19350 -1.68689 3.53497 0.18
H -1.65262 -2.68240 4.79028 0.14
H -2.97172 -4.30941 4.09397 0.46
H -0.58951 -2.16180 1.30515 0.51